Formula: C28H48N2O3
Source: the OMol25 dataset
Level of theory: ωB97M-V/def2-TZVPD

Element x y z (Å)
C1 -0.94 2.73 6.24
C2 -2.29 2.07 5.97
C3 -2.72 2.16 4.50
O1 -2.68 0.87 3.90
C4 -2.21 0.85 2.58
C5 -1.77 -0.57 2.26
O2 -0.62 -0.88 3.03
C6 -0.86 -1.74 4.13
C7 -1.42 -0.84 0.79
C8 -0.23 -0.02 0.27
C9 -0.53 1.44 -0.15
C10 0.33 2.51 0.54
C11 -0.39 3.83 0.85
O3 -0.14 4.31 2.17
N1 -1.18 -2.28 0.67
C12 -1.35 -2.79 -0.69
C13 -0.80 -4.22 -0.82
C14 0.06 -4.48 -2.08
C15 1.37 -5.20 -1.78
C16 2.25 -5.36 -3.02
N2 3.54 -5.97 -2.66
H1 -0.16 2.26 5.64
H2 -0.65 2.65 7.29
H3 -0.96 3.79 5.98
H4 -2.24 1.00 6.22
H5 -3.06 2.50 6.62
H6 -3.73 2.57 4.41
H7 -2.04 2.83 3.96
H8 -3.00 1.16 1.88
H9 -1.36 1.53 2.47
H10 -2.59 -1.25 2.52
H11 -1.64 -1.33 4.78
H12 -1.15 -2.74 3.79
H13 0.07 -1.81 4.69
H14 -2.30 -0.62 0.18
H15 0.54 -0.04 1.05
H16 0.18 -0.56 -0.59
H17 -1.59 1.66 0.04
H18 -0.41 1.51 -1.23
H19 0.72 2.11 1.49
H20 1.21 2.72 -0.08
H21 -0.13 4.60 0.12
H22 -1.48 3.69 0.80
H23 0.81 4.33 2.31
H24 -0.24 -2.48 0.99
H25 -2.42 -2.76 -0.91
H26 -0.86 -2.14 -1.44
H27 -1.63 -4.92 -0.79
H28 -0.20 -4.43 0.07
H29 -0.52 -5.07 -2.80
H30 0.28 -3.53 -2.58
H31 1.17 -6.19 -1.36
H32 1.93 -4.65 -1.01
H33 1.70 -5.92 -3.78
H34 2.46 -4.37 -3.44
H35 4.16 -5.97 -3.45
H36 3.40 -6.95 -2.41
C17 5.01 0.16 -2.22
C18 5.92 -0.68 -2.85
C19 5.73 -2.05 -2.83
C20 4.62 -2.60 -2.18
C21 3.71 -1.76 -1.56
C22 3.90 -0.38 -1.57
H37 5.16 1.23 -2.23
H38 6.78 -0.26 -3.35
H39 6.44 -2.71 -3.31
H40 4.48 -3.67 -2.17
H41 2.85 -2.18 -1.05
H42 3.20 0.27 -1.08
C23 -2.34 5.36 -4.62
C24 -1.20 4.98 -3.93
C25 -1.32 4.20 -2.78
C26 -2.57 3.81 -2.33
C27 -3.71 4.20 -3.03
C28 -3.60 4.97 -4.17
H43 -2.25 5.96 -5.52
H44 -0.23 5.28 -4.28
H45 -0.43 3.90 -2.24
H46 -2.67 3.21 -1.44
H47 -4.69 3.89 -2.68
H48 -4.48 5.27 -4.72

Summary:
Calculated total energy, a.u.: -1430.87159
HOMO level, hartree: -0.319
Largest force on an atom, eV/Å: 0.26
Structure (SMILES): CCCOC[C@H](OC)[C@@H](CCCCO)NCCCCCN.c1ccccc1.c1ccccc1
Gap between HOMO and LUMO, eV: 9.3
LUMO energy, eV: 0.667



Formula: C28H49BN3O6
Source: the OMol25 dataset
Level of theory: ωB97M-V/def2-TZVPD

Element x y z (Å)
C1 2.58 -0.89 -3.32
C2 2.20 0.63 -2.93
C3 0.63 0.95 -2.92
C4 -0.27 -0.11 -2.11
C5 -0.76 0.56 -0.71
C6 -0.70 -0.49 0.54
C7 0.10 0.29 1.72
C8 -0.61 1.03 2.89
C9 0.18 1.76 4.05
N1 -0.61 2.37 5.09
C10 0.26 2.93 6.06
C11 1.82 2.94 6.01
O1 2.53 3.57 7.08
N2 2.57 2.34 4.97
C12 1.73 1.72 3.98
C13 2.45 0.98 2.79
B1 4.08 0.98 2.75
O2 4.73 2.17 2.25
O3 4.92 -0.13 3.14
C14 1.69 0.24 1.65
C15 2.48 -0.53 0.50
C16 3.20 -1.89 0.96
C17 2.46 -2.68 2.14
C18 1.19 -3.57 1.64
C19 0.01 -3.62 2.73
C20 -1.45 -3.91 2.12
C21 -1.50 -4.97 0.92
C22 -2.20 -4.27 -0.37
O4 -1.28 -3.98 -1.46
C23 -0.78 -5.17 -2.06
C24 0.84 -5.26 -2.18
O5 -1.51 -6.12 -2.46
H1 1.67 -1.36 -3.83
H2 3.52 -0.92 -3.99
H3 2.82 -1.43 -2.33
H4 2.66 1.30 -3.76
H5 2.72 0.96 -1.95
H6 0.27 1.02 -4.01
H7 0.52 2.03 -2.50
H8 0.20 -1.15 -1.98
H9 -1.25 -0.28 -2.72
H10 -0.01 1.41 -0.49
H11 -1.79 1.04 -0.79
H12 -1.73 -0.82 0.90
H13 -0.09 -1.40 0.23
H14 -1.75 1.01 2.87
H15 -0.23 3.42 6.98
H16 2.48 4.55 7.02
H17 4.52 2.23 1.28
H18 5.63 -0.16 2.44
H19 1.81 -0.77 -0.40
H20 3.32 0.16 0.08
H21 3.18 -2.59 0.03
H22 4.30 -1.76 1.25
H23 2.17 -2.05 3.05
H24 3.23 -3.46 2.54
H25 1.57 -4.66 1.52
H26 0.84 -3.26 0.58
H27 -0.06 -2.61 3.29
H28 0.23 -4.41 3.53
H29 -2.08 -4.37 2.99
H30 -1.97 -2.91 1.88
H31 -2.22 -5.82 1.22
H32 -0.50 -5.47 0.68
H33 -3.05 -4.94 -0.78
H34 -2.72 -3.27 -0.10
H35 1.23 -4.91 -3.19
H36 1.18 -6.31 -1.87
H37 1.26 -4.55 -1.37
C25 -4.37 5.45 -3.77
C26 -3.40 5.36 -2.60
C27 -2.24 4.40 -2.82
O6 -2.68 3.04 -2.72
C28 -3.12 2.48 -3.96
N3 -4.16 4.88 -1.40
H38 -5.02 4.57 -3.85
H39 -5.03 6.31 -3.65
H40 -3.84 5.57 -4.71
H41 -3.03 6.36 -2.36
H42 -1.52 4.53 -2.01
H43 -1.70 4.59 -3.75
H44 -2.64 2.94 -4.82
H45 -4.20 2.58 -4.04
H46 -2.89 1.41 -3.95
H47 -5.07 5.34 -1.27
H48 -3.61 4.98 -0.54
H49 -4.32 3.86 -1.51

Summary:
Calculated total energy, a.u.: -1736.37834
HOMO level, hartree: -0.370
Largest force on an atom, eV/Å: 6.10
Net charge: +1
Gap between HOMO and LUMO, eV: 6.6
LUMO energy, eV: -3.477



Formula: C28H49N2O11
Source: the OMol25 dataset
Level of theory: ωB97M-V/def2-TZVPD

Element x y z (Å)
N1 -0.51 2.85 -2.98
C1 -1.54 2.25 -3.84
C2 -2.31 1.14 -3.15
C3 -1.41 -0.05 -2.72
C4 -1.62 -0.44 -1.24
C5 -0.32 -0.66 -0.46
C6 0.46 -1.92 -0.89
O1 1.82 -1.73 -1.24
C7 2.01 -0.61 -2.06
C8 1.79 0.64 -1.24
N2 0.47 0.65 -0.51
H1 0.22 2.16 -2.80
H2 -0.03 3.55 -3.53
H3 -1.12 1.88 -4.78
H4 -2.25 3.04 -4.09
H5 -3.04 0.77 -3.87
H6 -2.87 1.51 -2.30
H7 -0.37 0.27 -2.89
H8 -1.58 -0.91 -3.35
H9 -2.16 -1.39 -1.21
H10 -2.25 0.27 -0.70
H11 -0.62 -0.79 0.58
H12 0.45 -2.63 -0.07
H13 -0.09 -2.40 -1.71
H14 3.06 -0.59 -2.35
H15 1.43 -0.66 -2.98
H16 1.89 1.56 -1.81
H17 2.57 0.67 -0.48
H18 0.65 0.94 0.45
H19 -0.15 1.37 -0.89
O2 -2.81 0.24 1.77
C9 -3.15 -0.92 1.87
O3 -2.48 -1.89 1.22
C10 -3.13 -3.17 1.43
C11 -3.94 -2.99 2.70
C12 -4.30 -1.50 2.65
H20 -3.75 -3.38 0.56
H21 -2.35 -3.92 1.52
H22 -4.80 -3.66 2.76
H23 -3.31 -3.17 3.57
H24 -5.22 -1.32 2.09
H25 -4.37 -1.04 3.63
O4 1.09 2.87 -6.05
C13 1.64 3.94 -6.03
O5 1.81 4.62 -4.87
C14 2.40 5.91 -5.14
C15 3.10 5.76 -6.48
C16 2.21 4.73 -7.18
H26 1.60 6.65 -5.17
H27 3.07 6.16 -4.32
H28 3.20 6.70 -7.01
H29 4.10 5.34 -6.33
H30 1.38 5.20 -7.71
H31 2.75 4.08 -7.86
O6 7.69 -0.41 0.31
C17 7.11 -1.36 -0.11
O7 7.24 -2.60 0.42
C18 6.50 -3.56 -0.35
C19 5.43 -2.75 -1.07
C20 6.15 -1.42 -1.29
H32 7.18 -4.06 -1.03
H33 6.09 -4.30 0.34
H34 5.08 -3.23 -1.99
H35 4.57 -2.60 -0.42
H36 6.73 -1.40 -2.21
H37 5.49 -0.56 -1.27
O8 -4.83 0.13 7.70
C21 -5.03 0.85 6.77
O9 -5.01 0.40 5.49
C22 -5.17 1.49 4.56
C23 -5.86 2.59 5.37
C24 -5.31 2.34 6.77
H38 -4.18 1.78 4.21
H39 -5.76 1.14 3.72
H40 -5.67 3.59 4.98
H41 -6.94 2.43 5.36
H42 -4.36 2.87 6.94
H43 -6.00 2.60 7.57
O10 -0.18 -4.19 1.69
C25 0.26 -3.75 2.72
O11 -0.54 -3.26 3.68
C26 0.24 -2.71 4.77
C27 1.60 -3.40 4.65
C28 1.71 -3.63 3.15
H44 0.31 -1.63 4.63
H45 -0.27 -2.92 5.70
H46 2.41 -2.81 5.08
H47 1.57 -4.36 5.17
H48 2.15 -2.77 2.63
H49 2.26 -4.52 2.88

Summary:
Calculated total energy, a.u.: -2033.28960
HOMO level, hartree: -0.437
Largest force on an atom, eV/Å: 0.84
Net charge: +1
Gap between HOMO and LUMO, eV: 9.4
LUMO energy, eV: -2.506



Formula: C28H49N2O2P3Ti
Source: the OMol25 dataset
Level of theory: ωB97M-V/def2-TZVPD

Element x y z (Å)
Ti1 0.38 -0.39 -0.67
P1 -1.41 -1.87 -0.34
P2 1.57 -1.00 1.13
P3 1.60 -1.68 -2.18
H1 -0.42 6.08 -7.94
C1 -0.50 5.20 -8.57
C2 -1.68 4.67 -8.89
H2 -2.61 5.09 -8.53
C3 -2.99 -1.27 0.42
C4 -1.19 -3.37 0.71
C5 -2.06 -2.64 -1.88
C6 3.21 -0.18 1.31
C7 0.92 -0.73 2.85
C8 2.07 -2.77 1.38
C9 1.04 -1.56 -3.93
C10 1.84 -3.50 -2.04
C11 3.35 -1.16 -2.37
H3 0.43 4.78 -8.93
H4 -1.76 3.79 -9.51
H5 -3.29 -0.32 -0.04
H6 -2.84 -1.09 1.49
H7 -3.79 -2.00 0.29
H8 -0.90 -3.07 1.72
H9 -0.39 -4.00 0.30
H10 -2.11 -3.96 0.77
H11 -2.46 -1.86 -2.53
H12 -2.84 -3.38 -1.67
H13 -1.22 -3.10 -2.41
H14 3.72 -0.46 2.25
H15 3.06 0.91 1.28
H16 3.85 -0.45 0.47
H17 1.61 -1.15 3.59
H18 -0.05 -1.22 2.95
H19 0.79 0.34 3.05
H20 3.14 -2.85 1.57
H21 1.82 -3.36 0.50
H22 1.53 -3.18 2.23
H23 1.50 -2.36 -4.52
H24 1.34 -0.59 -4.34
H25 -0.04 -1.63 -4.00
H26 2.04 -3.93 -3.02
H27 0.94 -3.98 -1.63
H28 2.68 -3.72 -1.38
H29 3.78 -1.54 -3.29
H30 3.93 -1.51 -1.51
H31 3.38 -0.06 -2.37
C12 -0.31 1.01 -3.41
C13 0.76 1.93 -3.32
C14 1.07 2.80 -4.37
C15 0.33 2.78 -5.55
C16 -0.73 1.88 -5.67
C17 -1.05 1.01 -4.63
O1 -0.67 0.17 -2.46
H32 1.60 0.68 -0.94
H33 1.35 1.94 -2.40
H34 1.89 3.50 -4.26
H35 0.57 3.46 -6.37
H36 -1.32 1.85 -6.58
H37 -1.87 0.31 -4.72
C18 -2.23 1.12 6.07
N1 -2.07 1.22 4.58
N2 -0.93 1.23 3.89
C19 -1.29 1.08 2.40
O2 -0.71 0.55 1.26
C20 -2.69 1.21 2.41
C21 -3.11 1.20 3.74
C22 -4.52 1.06 4.25
C23 0.29 1.12 4.84
C24 0.44 -0.05 5.67
C25 1.68 -0.45 6.20
C26 2.82 0.28 5.92
C27 2.73 1.44 5.14
C28 1.49 1.86 4.61
H38 -2.98 1.83 6.45
H39 -1.32 1.35 6.66
H40 -2.54 0.08 6.34
H41 -3.37 1.12 1.59
H42 -4.59 0.11 4.85
H43 -4.77 1.90 4.94
H44 -5.25 1.01 3.43
H45 -0.38 -0.75 5.81
H46 1.77 -1.38 6.76
H47 3.79 -0.07 6.27
H48 3.64 1.97 4.90
H49 1.48 2.70 3.93

Summary:
Calculated total energy, a.u.: -3228.63668
HOMO level (alpha / beta), hartree: -0.542 / -0.540
2S+1: 2
Largest force on an atom, eV/Å: 7.67
Net charge: +3
Gap between HOMO and LUMO (alpha / beta), eV: 4.1 / 1.9
LUMO energy (alpha / beta), eV: -10.612 / -12.808



Formula: C28H49NO11
Source: the OMol25 dataset
Level of theory: ωB97M-V/def2-TZVPD

Element x y z (Å)
C1 4.56 -2.31 2.03
O1 5.77 -1.78 1.59
C2 5.60 -0.76 0.62
C3 4.91 0.49 1.18
C4 5.38 1.78 0.51
C5 5.38 3.01 1.43
C6 4.04 3.74 1.53
C7 3.00 3.04 2.41
C8 1.60 3.69 2.31
C9 0.67 2.80 1.48
C10 -0.79 3.23 1.51
C11 -1.78 2.16 0.95
C12 -1.17 1.16 -0.03
C13 -2.21 0.24 -0.68
C14 -3.08 0.91 -1.76
N1 -2.34 0.75 -3.03
C15 -1.35 -0.23 -2.91
O2 -0.53 -0.53 -3.77
C16 -1.46 -0.81 -1.52
H1 3.92 -2.65 1.20
H2 3.98 -1.61 2.64
H3 4.76 -3.18 2.66
H4 6.57 -0.52 0.20
H5 5.01 -1.16 -0.21
H6 5.11 0.56 2.25
H7 3.84 0.37 1.03
H8 6.41 1.66 0.15
H9 4.77 2.04 -0.36
H10 5.72 2.75 2.43
H11 6.10 3.73 1.03
H12 3.62 3.83 0.53
H13 4.21 4.73 1.97
H14 2.90 2.01 2.05
H15 3.35 2.97 3.44
H16 1.21 3.79 3.32
H17 1.69 4.65 1.81
H18 0.73 1.79 1.89
H19 1.01 2.82 0.45
H20 -1.11 3.42 2.54
H21 -0.96 4.14 0.93
H22 -2.58 2.68 0.44
H23 -2.20 1.60 1.79
H24 -0.68 1.73 -0.83
H25 -0.46 0.51 0.46
H26 -2.82 -0.20 0.10
H27 -3.32 1.96 -1.60
H28 -4.02 0.36 -1.81
H29 -3.00 0.59 -3.77
H30 -2.09 -1.71 -1.48
H31 -0.53 -1.17 -1.10
C17 -7.41 -2.58 -0.20
C18 -7.13 -1.45 0.76
C19 -7.80 -0.14 0.44
O3 -6.90 0.82 1.01
C20 -5.67 0.26 1.02
O4 -4.66 0.85 1.25
O5 -5.74 -1.06 0.72
H32 -6.80 -3.44 0.05
H33 -8.45 -2.87 -0.16
H34 -7.16 -2.28 -1.22
H35 -7.35 -1.76 1.79
H36 -8.79 -0.04 0.87
H37 -7.86 0.04 -0.64
C21 -9.29 -3.95 -5.13
C22 -8.34 -4.70 -4.23
C23 -8.61 -6.19 -4.12
O6 -8.10 -6.49 -2.81
C24 -8.19 -5.36 -2.07
O7 -8.03 -5.31 -0.90
O8 -8.49 -4.30 -2.86
H38 -9.10 -2.88 -5.07
H39 -9.16 -4.26 -6.17
H40 -10.32 -4.11 -4.83
H41 -7.31 -4.52 -4.52
H42 -8.10 -6.78 -4.88
H43 -9.68 -6.42 -4.14
C25 10.54 -0.08 2.15
C26 9.49 0.87 1.64
C27 9.70 1.35 0.22
O9 9.06 2.63 0.24
C28 9.11 3.10 1.52
O10 8.83 4.20 1.84
O11 9.52 2.12 2.36
H44 10.38 -0.29 3.21
H45 10.50 -1.02 1.60
H46 11.53 0.35 2.05
H47 8.49 0.44 1.76
H48 9.24 0.71 -0.53
H49 10.76 1.50 -0.02

Summary:
Calculated total energy, a.u.: -1978.73681
HOMO level, hartree: -0.344
Largest force on an atom, eV/Å: 1.54
Structure (SMILES): COCCCCCCCCCCC[C@H]1CNC(=O)C1.C[C@@H]1COC(=O)O1.C[C@@H]1COC(=O)O1.C[C@@H]1COC(=O)O1
Gap between HOMO and LUMO, eV: 9.6
LUMO energy, eV: 0.246